[1]
C30H24CoN6O4 | ωB97M-V with the def2-TZVPD basis set

Positions of all 65 atoms, in Å:
Co 0.71564 0.82529 0.08928
O -5.79386 -1.62221 0.33719
O 4.39707 -0.01967 1.37244
O 0.29675 2.11433 -3.70939
O -1.17543 -5.89922 -1.14205
N 1.02299 0.85194 2.03645
N 2.58752 0.52697 0.01693
N -1.34217 0.56834 0.18244
N 0.91340 0.94282 -1.80337
N 0.48028 -1.42567 0.18537
N 0.35467 3.02694 -0.30835
C -0.08210 3.07316 -1.57233
C -0.79623 -1.79923 0.17095
C 1.14670 -3.71066 0.18657
C -4.09135 0.04322 0.25236
C -0.17456 -4.11613 0.16200
C 1.84530 0.60202 4.67020
C -3.15925 -0.97720 0.22198
C 1.42758 -2.35239 0.19240
C 4.52092 -0.88166 -2.86413
C 3.03796 0.09981 -1.24866
C 2.74710 0.44080 3.63219
C 3.23788 0.34358 1.15780
C 2.07031 0.27960 -2.26543
C -2.25184 1.54854 0.22585
C 2.34667 -0.10744 -3.56501
C -0.81621 4.14249 -2.06185
C -3.61430 1.34174 0.26373
C -0.66861 5.14206 0.10444
C -5.56762 -0.22837 0.26251
C 3.57646 -0.69774 -3.85747
C 0.15865 1.01425 3.03920
C 0.07404 4.04251 0.50527
C -1.80029 -0.69315 0.18883
C 4.26386 -0.47753 -1.55322
C 0.52514 0.89940 4.36826
C -1.12508 5.18674 -1.20648
C 2.30480 0.57910 2.33006
C -1.16007 -3.13607 0.15432
C -0.55473 -5.57279 0.09343
C 0.37514 1.94737 -2.49454
H 0.32524 -6.19576 0.27536
H 5.47530 -1.33438 -3.10449
H -0.59068 -5.63322 -1.86026
H -0.87621 5.94440 0.79986
H 0.46283 3.96808 1.51584
H -4.28398 2.19215 0.29495
H 2.45167 -1.99644 0.18395
H -1.11474 4.12904 -3.10143
H 1.95264 -4.43350 0.19548
H -2.19754 -3.43841 0.11520
H -6.01635 0.29206 1.11488
H -1.70266 6.03336 -1.55656
H 3.79094 0.20531 3.78846
H -0.21534 1.03733 5.14380
H -1.29439 -5.80347 0.85939
H -1.87394 2.55816 0.23762
H 3.79441 -1.00875 -4.87179
H 1.60673 0.06189 -4.33362
H 5.00488 -0.59157 -0.77614
H 2.16251 0.49405 5.69963
H -6.73998 -1.78817 0.29622
H -3.50968 -1.99665 0.22155
H -0.86336 1.24319 2.76111
H -6.00140 0.19542 -0.64925

Cartesian forces (eV/Å) of the 2 atoms listed first:
Co -0.009 0.118 0.236
O -0.022 0.027 0.009

The frontier orbital gap (spin up / spin down) is 6.23 / 6.18 eV. As for the multiplicity: 2. The energy above the lowest of the compared OMol25 structures with the same formula, charge and spin is 0.0 kJ/mol. Its expectation value of S² is 0.76. Its total charge is 0. For the HOMO energy (spin up / spin down), the calculation gives -6.65 / -6.59 eV.

These are the Löwdin partial charges, in e, on atoms 1 to 4:
1. Co 0.4669
2. O -0.0507
3. O 0.0207
4. O 0.0372

[2]
C5H14 | ωB97M-V with the def2-TZVPD basis set

Positions of all 19 atoms, in Å:
C -1.33582 0.01664 -0.65626
C 1.35608 -1.07297 0.68617
C -1.32274 1.37592 0.06732
C 0.01240 2.02253 0.33482
C 1.09629 -2.16029 -0.44088
H 0.66842 2.01637 -0.54670
H 0.04648 3.10013 0.53334
H 0.94108 -3.01079 0.22143
H 2.26426 -1.47870 1.15843
H 1.65280 -0.14030 0.22329
H -1.73893 1.13722 1.05506
H 0.63269 -0.94318 1.48117
H -2.30198 -0.16564 -1.12837
H -0.51773 -0.28650 -1.30227
H 0.68346 1.53570 1.04288
H -1.94770 2.05559 -0.49933
H -1.34458 -0.86832 0.00514
H 0.27454 -1.95584 -1.10060
H 2.06790 -2.22734 -0.92578

Cartesian forces (eV/Å) of the 2 atoms listed first:
C -0.437 -1.353 0.577
C 1.226 -0.939 -1.137

The frontier orbital gap is 12.23 eV. The energy above the lowest of the compared OMol25 structures with the same formula, charge and spin is 96.1 kJ/mol. Its SMILES is CCC.CC. Its total charge is 0. For the HOMO energy, the calculation gives -11.05 eV.

These are the Löwdin partial charges, in e, on atoms 1 to 4:
1. C -0.1327
2. C -0.1697
3. C -0.2870
4. C -0.1484

[3]
C2H8N3O2 | ωB97M-V with the def2-TZVPD basis set

Positions of all 15 atoms, in Å:
O -1.09431 -1.61402 0.28442
O -2.25950 1.57943 -0.34789
N -2.14216 -0.76210 0.12225
N 0.69903 0.69148 -0.31002
N 0.86465 -0.55713 -1.00531
C -2.14107 0.47810 -0.08569
C 1.33044 0.65040 0.99954
H 2.41316 0.49034 0.93306
H -3.02257 -1.24485 0.35836
H 1.14711 1.60172 1.49246
H 1.08475 1.47809 -0.83807
H 0.89318 -0.15551 1.58822
H 0.62739 -0.43890 -1.98915
H -0.22713 -1.29048 -0.25088
H 1.82704 -0.90656 -0.95130

Cartesian forces (eV/Å) of the 2 atoms listed first:
O 0.795 -0.243 0.309
O -0.110 -0.417 0.200

The frontier orbital gap is 8.71 eV. The energy above the lowest of the compared OMol25 structures with the same formula, charge and spin is 521.9 kJ/mol. Its total charge is +1. For the HOMO energy, the calculation gives -13.94 eV.

These are the Löwdin partial charges, in e, on atoms 1 to 4:
1. O 0.0052
2. O 0.3430
3. N 0.0717
4. N -0.1740

[4]
C28H43N7O4Se2Tl | ωB97M-V with the def2-TZVPD basis set

Positions of all 85 atoms, in Å:
Tl -0.46910 1.02231 -0.20971
Se 1.21329 0.90051 -2.76277
Se 2.83515 0.92162 0.32337
O -2.85190 1.59024 0.65268
O -0.57582 2.12877 2.17916
O -1.58917 3.40119 -1.01364
O 0.95493 3.27644 0.17297
N -2.18731 0.04426 -1.81688
N 0.62395 -5.02723 1.10658
N -0.58757 -1.07253 1.01196
N 2.26013 -5.69735 -0.13630
N -1.63891 1.51675 -3.54965
N -0.84018 -3.18360 1.46190
N 0.99065 -5.54972 -0.11637
C -3.60009 2.35636 -0.29910
C 3.14079 0.69110 -2.49958
C -0.77943 4.57522 -0.94979
C -3.78055 -1.45788 -3.48076
C 1.93348 -4.25696 3.15232
C -2.30511 0.38745 -3.11048
C -2.95188 3.66027 -0.64791
C 0.63123 2.81357 2.49700
C -0.73427 -4.64496 1.32620
C -1.77468 2.85864 2.43898
C -0.49778 -2.29735 0.51010
C 2.77837 -5.26546 1.08741
C 4.30890 -4.65502 2.79026
C 1.72658 -4.81334 1.88503
C -1.16733 -2.49215 2.61739
C 3.24140 -4.19472 3.58491
C -1.01537 -1.17959 2.33192
C 3.46400 -0.04693 -1.23655
C -0.07704 -2.65938 -0.87580
C 3.55582 -0.31405 1.62529
C 4.09653 -5.20349 1.54556
C -3.70596 -1.77075 -2.12172
C 1.00153 3.86739 1.47785
C -3.08387 -0.38066 -3.97817
C -2.93065 1.99792 2.02399
C 1.41486 2.47293 -3.88528
C 0.66210 4.17724 -0.89453
C -2.89639 -1.00203 -1.32929
H 0.89598 -3.15809 -0.88060
H 4.54253 -0.13795 -1.11330
H 0.92860 3.64072 -1.80421
H -4.61063 2.53275 0.06738
H -4.40620 -2.04718 -4.13858
H 1.39984 2.04329 2.50997
H 1.27228 5.07849 -0.82476
H -1.76765 3.80914 1.89992
H -2.98866 4.36133 0.18810
H 3.03599 -1.04975 -1.20507
H -1.49271 -2.99296 3.51854
H -1.92505 1.83677 -4.46235
H 4.90767 -5.60193 0.94672
H 2.02086 4.19412 1.69154
H 1.12208 -3.88649 3.76873
H -1.13412 -5.10077 2.22534
H 5.31846 -4.58919 3.17747
H -2.78708 -1.19483 -0.26489
H -3.15669 -0.09271 -5.02078
H -1.58554 2.25735 -2.86252
H -3.86603 2.52151 2.22150
H 3.58512 1.68389 -2.50358
H 2.11753 3.16219 -3.42465
H -3.49044 4.11250 -1.48143
H 3.52539 0.14186 -3.35710
H 0.45156 2.94276 -4.01704
H 3.26372 0.03083 2.61389
H -0.78791 -3.34598 -1.34150
H 1.80000 2.14319 -4.84898
H -0.93535 5.20094 -1.83262
H -2.91676 1.07905 2.60653
H 3.16776 -1.31639 1.44636
H -1.05525 5.17111 -0.07613
H 3.45480 -3.78370 4.56607
H -4.27427 -2.58750 -1.69602
H -1.86384 3.06919 3.50666
H -1.29627 -4.99543 0.46805
H 4.64150 -0.30163 1.53581
H -0.01551 -1.75665 -1.48754
H 0.57025 3.26727 3.48605
H -3.65689 1.73696 -1.18781
H 0.34746 4.73855 1.53674
H -1.14983 -0.31168 2.96156

Cartesian forces (eV/Å) of the 2 atoms listed first:
Tl 0.209 -0.554 0.111
Se -0.312 -0.237 -0.387

The frontier orbital gap is 3.90 eV. Its total charge is +3. For the HOMO energy, the calculation gives -15.25 eV.

These are the Löwdin partial charges, in e, on atoms 1 to 4:
1. Tl 1.0601
2. Se 1.0089
3. Se 1.0184
4. O -0.2033

[5]
C28H42O21 | ωB97M-V with the def2-TZVPD basis set

Positions of all 91 atoms, in Å:
O -4.62280 -0.77358 3.29674
O 3.23971 -5.46491 -1.00998
O -1.64845 5.29227 0.50309
O -6.50802 -1.36781 2.29525
O -5.58911 0.73914 1.96302
O -0.02128 4.89910 1.91395
O 4.83918 -4.42663 0.00149
O -0.66673 3.11848 -4.50780
O -1.39671 3.13256 1.43497
O 5.26331 -6.46509 -0.83447
O 1.22100 -4.25008 4.04486
O 0.63939 -2.34419 2.90356
O -2.71251 -0.53631 -4.25990
O 1.50711 -1.19150 -0.11628
O 2.56089 -2.55976 4.13007
O 3.32282 -0.69043 1.04393
O -4.38041 -0.79476 -2.68410
O 1.60593 0.75291 0.78087
O -3.42717 -2.51938 -3.73649
O -0.40483 3.63729 -2.41470
O -0.49460 1.46619 -2.86348
C 1.39464 -2.98105 3.67862
C 2.59621 -4.26281 -0.59603
C -0.64021 4.49568 -4.46820
C 2.27016 -4.69546 4.85400
C 3.78268 -3.49608 -0.08502
C -3.56215 -1.26418 -3.47366
C 2.23459 -0.36425 0.61518
C 0.43351 0.82393 0.03319
C 0.42508 -0.48799 -0.68622
C 3.17717 -3.49342 4.98647
C -3.73676 0.38512 3.35997
C -1.05011 4.32553 1.30460
C -2.00809 -1.37601 -5.15443
C -0.88864 -1.25738 -0.41939
C -0.49080 2.61702 -3.22676
C -2.37798 -2.71205 -4.70301
C 1.10659 5.38219 -2.82057
C -0.28267 4.84466 -3.06600
C -4.60927 1.45581 2.59366
C 1.53991 6.63906 1.37135
C 1.53177 -4.66319 0.35310
C -5.61702 -0.51891 2.49483
C -0.85130 6.45208 0.47866
C -0.50076 -1.03827 -5.13590
C 4.55899 -5.50431 -0.69257
C 0.08104 6.22514 1.65181
C 2.88459 -5.84038 4.08344
C -2.38324 0.04057 2.74813
H -3.96003 1.95318 1.87309
H -0.95651 -1.40500 0.65843
H 1.94905 6.09453 0.52035
H -0.98102 -2.24477 -0.87175
H -0.41453 0.97764 0.70051
H -1.51117 -3.23623 -4.30054
H -4.99965 2.18621 3.30233
H -0.33184 6.75654 -0.42994
H -0.96156 5.60751 -2.68489
H 4.15920 -3.70645 4.56416
H -1.75891 -0.66655 -0.70517
H 2.14286 -6.60047 3.83808
H -0.35024 6.79807 2.47270
H -1.47229 7.32520 0.67898
H -1.72102 0.89870 2.63340
H 1.30182 5.39840 -1.74832
H 0.07522 -1.57991 -5.88622
H 1.73652 7.69063 1.16244
H -1.66382 4.81587 -4.66260
H -0.07171 -1.25254 -4.15707
H 1.87932 -5.19019 1.24168
H 0.60829 -0.37149 -1.75438
H 3.40833 -5.60309 3.15744
H -0.26721 0.02021 -5.25069
H -1.74963 -0.66371 3.28722
H 4.01731 -2.65287 -0.73467
H 3.63142 -6.30543 4.72692
H 0.55399 1.67973 -0.63103
H 1.89158 -4.99868 5.83013
H 3.49188 -3.06206 0.87162
H -3.54045 0.64666 4.39976
H 0.87336 -5.41081 -0.08923
H -2.36573 -1.18410 -6.16605
H 1.83801 4.74514 -3.31786
H -2.62585 -0.50405 1.83564
H 2.02719 6.31444 2.29073
H -2.70637 -3.28340 -5.57124
H 0.83206 -3.88914 0.66833
H 2.17232 -3.72027 -1.44106
H 0.02782 4.97593 -5.18318
H 3.23186 -3.16379 6.02400
H 1.21550 6.42580 -3.11575

Cartesian forces (eV/Å) of the 2 atoms listed first:
O 1.716 0.878 0.884
O 0.110 -1.111 -1.637

The frontier orbital gap is 10.10 eV. The energy above the lowest of the compared OMol25 structures with the same formula, charge and spin is 256.3 kJ/mol. Its SMILES is C[C@H]1COC(=O)O1.C[C@H]1COC(=O)O1.C[C@H]1COC(=O)O1.C[C@H]1COC(=O)O1.C[C@H]1COC(=O)O1.C[C@H]1COC(=O)O1.C[C@H]1COC(=O)O1. Its total charge is 0. For the HOMO energy, the calculation gives -10.03 eV.

These are the Löwdin partial charges, in e, on atoms 1 to 4:
1. O 0.1009
2. O 0.0740
3. O 0.0676
4. O 0.0963

> Number 2 is which compound?

C5H14

> The highest total charge belongs to which entry?

C28H43N7O4Se2Tl